No. 1
# C17H21ClN6O2SeW

C17H21ClN6O2SeW as an isolated structure (ωB97M-V/def2-TZVPD, the Open Molecules 2025 dataset).

As for the highest occupied orbital energy (alpha / beta): -14.44 / -14.43 eV. The relative energy (zero: lowest compared OMol25 entry of this formula, charge and spin) comes out at 5.3 kJ/mol. The total charge is +2. The value obtained for the gap between HOMO and LUMO (alpha / beta) is 6.572 / 6.567 eV. As for the spin multiplicity: 1. For the largest force on an atom, the calculation gives 0.63 eV/Å.

Last column: Löwdin charge in e.
Positions of all 49 atoms, in Å:
H 3.568 3.578 0.627  0.12
N -0.757 0.000 -1.022  -0.16
C 1.913 -0.517 2.958  -0.14
H 1.139 -2.399 5.651  0.13
C -0.234 -1.712 4.137  -0.01
C -0.358 -0.981 2.973  -0.11
H 0.353 2.013 -1.758  0.09
H -1.022 -1.076 -5.236  0.09
C -0.735 2.272 2.230  -0.59
H -1.000 4.000 -1.108  0.13
H -0.931 -4.775 -2.970  0.09
C -1.278 3.203 3.239  0.06
H 0.360 -3.570 -2.745  0.07
H -1.611 2.630 4.107  0.11
H -2.151 3.708 2.826  0.12
C 0.002 3.870 -0.713  -0.11
H 2.177 5.599 0.933  0.13
H -0.523 3.923 3.541  0.11
H -2.897 -1.627 -3.586  0.14
N -1.569 -1.612 -2.016  -0.03
C -1.222 -2.931 -4.106  -0.40
C 2.016 2.543 -0.469  -0.65
N 0.703 -0.399 2.382  -0.11
Cl 3.664 -1.326 4.808  0.78
Se 2.690 0.763 -0.294  0.86
N -0.499 -1.060 -0.251  -0.02
C -2.234 -2.351 -3.116  -0.06
O -1.420 1.438 1.580  -0.07
C -0.342 -4.000 -3.466  -0.06
C 1.008 -1.840 4.734  -0.03
H -1.319 -0.838 2.502  0.11
C 0.702 2.662 -0.962  -0.25
H 0.222 -2.279 -5.566  0.10
H 0.286 -1.358 -4.075  0.07
O 0.537 2.246 1.942  -0.15
C -1.017 -2.087 -0.887  -0.01
C 2.568 3.623 0.219  -0.08
C 1.783 4.741 0.402  -0.07
C 2.096 -1.225 4.132  -0.63
H -1.851 -3.409 -4.862  0.15
H -2.832 -3.127 -2.641  0.14
N -1.387 -0.301 -2.090  0.19
H -1.111 -2.167 4.575  0.13
C -0.395 -1.843 -4.781  -0.06
H -1.022 -3.118 -0.575  0.17
W 0.413 0.776 0.563  1.40
H 2.748 -0.030 2.477  0.08
H 0.265 -4.489 -4.227  0.10
N 0.504 4.858 -0.018  0.11

=====

No. 2
# C17H21ClN6O2SeW

C17H21ClN6O2SeW as an isolated structure (ωB97M-V/def2-TZVPD, the Open Molecules 2025 dataset).

As for the highest occupied orbital energy (alpha / beta): -14.72 / -14.40 eV. The relative energy (zero: lowest compared OMol25 entry of this formula, charge and spin) comes out at 0.0 kJ/mol. The total charge is +2. The value obtained for the gap between HOMO and LUMO (alpha / beta) is 6.971 / 6.782 eV. As for the spin multiplicity: 1. For the largest force on an atom, the calculation gives 0.22 eV/Å.

Last column: Löwdin charge in e.
Positions of all 49 atoms, in Å:
Se 2.774 -0.062 0.508  0.84
H 2.198 -2.871 0.737  0.08
H -1.276 -0.337 -3.047  0.17
H 0.911 3.166 -2.788  0.07
H -0.279 2.623 3.376  0.13
C 0.324 3.788 -3.471  -0.06
C -0.156 -5.162 -0.042  -0.03
N -0.521 1.113 -0.341  -0.15
N 0.178 -2.454 0.467  -0.11
H 2.605 0.599 5.476  0.13
C 2.893 0.484 3.362  -0.08
W 0.392 -0.328 0.916  1.41
C 1.193 1.648 2.114  -0.25
C -0.874 -1.071 2.961  -0.59
C -1.074 0.311 -2.210  -0.01
H -2.231 -4.656 -0.292  0.13
N -0.963 2.120 -0.990  0.19
N 1.074 1.587 4.509  0.11
Cl 2.481 -5.645 0.325  0.78
C 2.363 0.863 2.129  -0.64
H -0.729 -1.745 4.965  0.11
H -0.921 1.222 -5.479  0.09
H -1.275 3.633 -4.885  0.15
C -0.749 2.976 -4.187  -0.40
C -1.236 -4.296 -0.073  -0.01
C -1.490 -1.543 4.218  0.06
H -2.058 -2.453 4.014  0.11
H -0.275 -6.219 -0.238  0.13
C 1.096 -4.644 0.257  -0.63
O 0.416 -1.110 2.778  -0.15
H 1.021 4.203 -4.198  0.10
H -0.100 4.617 -2.904  0.09
H -2.312 3.352 -2.705  0.14
O -1.513 -0.610 1.978  -0.07
H 0.522 2.191 -5.742  0.10
C 2.224 0.877 4.501  -0.07
C -1.042 -2.957 0.195  -0.11
C -0.154 1.814 -4.976  -0.06
H 0.444 1.155 -4.338  0.07
H -2.193 -0.792 4.576  0.12
H 0.932 2.227 1.235  0.09
C -1.853 2.517 -3.231  -0.06
C 1.231 -3.290 0.502  -0.14
N -0.560 -0.020 -1.046  -0.02
N -1.326 1.629 -2.167  -0.03
C 0.605 1.993 3.357  -0.11
H 3.782 -0.129 3.428  0.12
H -1.870 -2.263 0.209  0.11
H -2.627 1.948 -3.744  0.14

=====

Question: What is the largest force on an atom in the second record?
Answer: 0.22 eV/Å